# 1
DFT (the ωB97M-V functional and the def2-TZVPD basis) results for a cluster of 13 separate species, C37H52BFN15O7S in total in a non-equilibrium geometry.

Structure (XYZ):
```
114
Properties=species:S:1:pos:R:3:mulliken_charge:R:1
C 0.73219 3.71968 3.16273 -0.84
C 1.28250 2.54464 3.43385 0.18
O 0.64058 1.61995 4.29602 -0.10
C -0.41015 0.99340 3.70396 -0.08
O -1.53638 1.31062 3.91085 -0.56
C -0.03345 -0.13464 2.76031 1.34
C 0.95815 -1.02323 3.16233 -0.06
O 1.59063 -0.88805 4.39525 -0.41
C 2.83574 -0.52336 4.25071 0.67
N 3.92629 -0.16839 4.13961 -0.59
C 1.32917 -2.07153 2.38516 0.06
N 0.73127 -2.22865 1.19145 -0.06
S 1.26329 -3.59911 0.27161 0.99
O 1.84388 -3.09742 -0.90507 -0.43
O 1.98041 -4.42630 1.15761 -0.61
F -0.09089 -4.25190 -0.00849 -0.14
C -0.22817 -1.38743 0.71985 -0.08
B -0.89495 -1.65313 -0.75679 1.00
O -2.11605 -2.24085 -0.75149 -0.65
O -0.21229 -1.32928 -1.85943 -0.48
C 0.79566 -0.29639 -1.69736 -0.39
C -0.63304 -0.31666 1.50166 -0.18
C -1.68051 0.62265 0.99042 -1.18
C -1.16703 2.08591 0.82995 -0.17
C -1.52816 2.67573 -0.53189 -0.50
N -2.93119 2.46403 -0.92993 -0.66
H 0.90522 4.16926 2.19673 0.30
H 0.14830 4.26789 3.89656 0.18
H 2.26545 2.27419 3.06395 0.26
H 2.09522 -2.75722 2.71378 0.72
H -2.82551 -1.70300 -0.34767 0.37
H 0.36589 0.55679 -1.18320 -0.41
H 1.07705 0.01227 -2.69657 0.52
H 1.66486 -0.68729 -1.16996 0.40
H -2.49143 0.62237 1.71426 0.60
H -2.11979 0.31437 0.04715 0.50
H -0.09076 2.11789 1.00534 -0.20
H -1.61251 2.70646 1.60757 0.42
H -0.87748 2.30801 -1.31630 -0.31
H -1.39568 3.75768 -0.46010 0.47
H -3.48361 2.09564 -0.16848 0.31
H -2.95390 1.83627 -1.72640 0.42
C 2.62447 -3.79527 -4.00066 -0.03
C 3.27718 -3.25736 -5.18654 0.14
N 3.79292 -2.83089 -6.11760 -0.39
H 2.85034 -4.85649 -3.90560 0.35
H 2.98283 -3.27510 -3.11598 0.05
H 1.54503 -3.66947 -4.07740 -0.07
C 0.43633 2.00800 -4.65981 -1.00
C -0.64688 1.58619 -3.79096 0.77
N -1.49880 1.27184 -3.08918 -0.57
H 0.06614 2.72434 -5.38721 0.25
H 1.21815 2.48163 -4.06715 0.27
H 0.85529 1.15348 -5.18851 0.22
C 3.89774 1.27053 0.31634 -0.73
C 2.97479 1.90719 -0.61501 0.59
N 2.24388 2.38194 -1.36069 -0.45
H 4.20194 0.29846 -0.07069 0.39
H 4.78073 1.89121 0.44458 0.29
H 3.42005 1.14193 1.28679 -0.02
C -2.41508 3.23752 6.31835 0.06
C -1.82981 4.54225 6.04777 0.37
N -1.36138 5.55913 5.79657 -0.49
H -1.71968 2.63630 6.90312 0.18
H -3.34322 3.34358 6.87679 -0.06
H -2.61044 2.73883 5.37193 -0.01
C 0.08681 -1.26723 -7.50296 -0.70
C 1.15750 -0.27901 -7.45199 0.43
N 2.00178 0.49563 -7.41594 -0.44
H -0.14218 -1.50725 -8.53922 0.33
H 0.39606 -2.17492 -6.98738 0.17
H -0.80707 -0.87210 -7.02314 0.26
C -6.35826 -0.47645 -1.00429 -1.05
C -5.13907 -0.69040 -0.24298 0.57
N -4.17298 -0.85312 0.35461 -0.53
H -6.98011 -1.36827 -0.95875 0.36
H -6.90645 0.36722 -0.58913 0.32
H -6.10604 -0.26470 -2.04173 0.29
C -6.22878 1.39728 7.80728 -0.84
C -5.49762 2.56900 8.27122 0.40
N -4.92863 3.48995 8.65036 -0.42
H -6.47392 1.50769 6.75265 0.26
H -5.62063 0.50504 7.94319 0.27
H -7.14973 1.28955 8.37659 0.33
C -0.34305 -7.21185 -4.29658 -0.64
C -0.55764 -5.78850 -4.53885 0.39
N -0.72520 -4.66910 -4.72959 -0.43
H -0.76206 -7.48828 -3.33128 0.30
H -0.82682 -7.79839 -5.07335 0.33
H 0.71664 -7.43386 -4.30219 0.04
C 3.65610 -9.76439 -3.37908 -0.81
C 2.27799 -9.75843 -3.85290 0.43
N 1.19179 -9.76393 -4.22196 -0.41
H 4.33052 -9.54112 -4.20342 0.28
H 3.78409 -9.01590 -2.59952 0.25
H 3.90125 -10.74426 -2.97466 0.31
C -2.41297 5.39453 -6.08332 -0.84
C -1.18732 5.27817 -5.30398 0.43
N -0.22013 5.19086 -4.69339 -0.41
H -3.01205 4.49337 -5.96658 0.26
H -2.98842 6.25100 -5.73819 0.31
H -2.16980 5.52919 -7.13538 0.29
C 5.70963 5.15584 1.30352 -1.03
C 4.34134 4.66147 1.37571 0.43
N 3.25660 4.29109 1.42439 -0.32
H 6.37821 4.47488 1.82708 0.29
H 6.01854 5.23394 0.26280 0.30
H 5.76909 6.13840 1.76712 0.36
C 1.96543 0.80704 7.19317 0.07
C 1.02973 0.51836 8.27193 0.18
N 0.28589 0.27593 9.11012 -0.41
H 2.77060 1.44538 7.55178 0.39
H 2.39273 -0.12231 6.82337 0.07
H 1.43728 1.31129 6.38601 -0.23
```

The LUMO energy comes out at -5.23 eV. The electronic energy is -3311.6051 Ha. The value obtained for the frontier orbital gap is 0.213 Eh. Its charge is +1.

=====

# 2
DFT (the ωB97M-V functional and the def2-TZVPD basis) results for a structure of composition C37H52N2O13PS7Ti.

Structure (XYZ):
```
113
Properties=species:S:1:pos:R:3:mulliken_charge:R:1
Ti -0.74004 0.36903 -0.24972 -0.90
O 2.88547 4.34962 -2.56221 -0.65
C 3.64450 3.51357 -1.86728 0.05
O 4.85028 3.59218 -1.87355 -0.67
C 2.94888 2.47364 -1.07177 1.53
C 3.59260 1.49010 -0.34987 -1.19
N 2.65194 0.77415 0.27499 0.03
N 1.42738 1.22301 0.01228 1.80
C 1.58812 2.24195 -0.81245 -1.30
C 0.32854 2.87947 -1.25480 0.67
O 0.33102 3.79869 -2.07443 -1.01
O -0.71280 2.38916 -0.68210 -0.15
H 1.91452 4.16605 -2.43965 0.31
H 4.64208 1.26917 -0.26181 0.61
H 2.76413 -0.10865 0.74775 -0.12
C -4.76589 1.17206 0.90070 -1.64
C -3.62393 1.92445 1.59130 2.43
C -4.14781 3.26012 2.13243 -1.91
C -2.97879 1.11835 2.70657 0.86
C -3.69867 0.86635 3.87027 -0.56
C -3.13377 0.19741 4.93908 -1.63
C -1.81755 -0.22623 4.85885 -1.15
C -1.06071 -0.03981 3.71064 0.46
C 0.38464 -0.51988 3.71223 0.45
C 0.76586 -1.54082 2.63948 -1.40
C 1.35633 0.66188 3.68798 -1.01
C -1.66650 0.62204 2.62963 -0.18
O -0.92293 0.80557 1.50736 2.19
H -4.42099 0.24809 0.44129 0.22
H -5.55096 0.92452 1.62072 0.35
H -5.21252 1.80298 0.12776 0.40
H -2.85579 2.14554 0.84681 -1.34
H -3.38225 3.82553 2.66254 0.48
H -4.97573 3.09444 2.82553 0.42
H -4.53657 3.87377 1.31518 0.39
H -4.72083 1.21867 3.94118 0.37
H -3.71031 0.01862 5.83861 0.37
H -1.36635 -0.74140 5.70039 0.42
H 0.50428 -1.03312 4.67112 0.76
H 0.79414 -1.09165 1.64980 0.15
H 0.06559 -2.37228 2.59675 -0.04
H 1.76346 -1.93380 2.86311 0.65
H 1.28578 1.16871 2.72430 -0.39
H 2.38679 0.31574 3.81073 0.46
H 1.13457 1.38434 4.47567 0.44
C -1.83563 5.38447 -0.05286 -1.02
S -1.21284 4.71091 1.50644 1.20
O -1.57965 5.70992 2.55632 -0.85
C 0.56073 4.87187 1.24315 0.07
C 1.32389 4.03243 2.04423 -0.70
C 2.70789 4.10065 2.00188 -0.48
C 3.32653 4.99936 1.14281 -0.49
C 2.56073 5.83583 0.33998 -0.55
C 1.17465 5.78182 0.39605 -0.09
H -1.92903 6.46166 0.08214 0.52
H -2.81924 4.94318 -0.20727 0.23
H -1.18912 5.12792 -0.88969 0.17
H 0.82035 3.32233 2.68814 0.35
H 3.30040 3.43892 2.62192 0.41
H 4.40676 5.03341 1.07718 0.38
H 3.04508 6.51725 -0.34722 0.33
H 0.58436 6.43014 -0.23839 0.41
C -3.63150 -3.88057 2.88652 -0.65
S -1.98630 -4.40190 2.33634 0.03
C -2.10211 -4.19239 0.59540 0.29
C -2.16559 -3.01746 -0.07828 -0.29
S -2.32457 -1.48437 0.70960 -0.50
S -2.20060 -3.16486 -1.82043 -0.11
C -2.10440 -4.88686 -1.91732 0.20
S -1.99973 -5.73335 -3.32767 -0.23
S -2.14410 -5.64309 -0.37088 -0.28
H -3.66481 -4.05371 3.96217 0.38
H -3.77367 -2.82072 2.68537 0.02
H -4.40164 -4.47628 2.39985 0.32
C 2.88280 -3.00540 -4.04195 -1.66
C 1.49665 -2.37723 -4.09613 1.68
C 1.59936 -0.94404 -4.59116 -1.56
C 0.55093 -3.19048 -4.95937 -1.50
O 0.83316 -2.38856 -2.78392 1.23
P 1.38786 -1.97101 -1.36928 -0.67
O 2.71391 -1.33132 -1.39975 -0.99
O 0.24941 -1.14179 -0.69752 0.70
O 1.29550 -3.27445 -0.46250 0.52
C 2.13755 -4.45297 -0.38781 1.49
C 1.70257 -5.43057 -1.47095 -0.78
C 3.61029 -4.08532 -0.51402 -1.52
C 1.84889 -5.02216 0.99254 -1.42
H 3.30146 -2.99170 -5.04985 0.55
H 2.84262 -4.04422 -3.71734 0.39
H 3.53906 -2.43548 -3.38629 0.21
H 2.10080 -0.94168 -5.56163 0.58
H 2.17609 -0.33646 -3.89397 0.27
H 0.60951 -0.51227 -4.70779 0.14
H 0.93715 -3.24771 -5.97916 0.40
H -0.43300 -2.72079 -4.97576 0.25
H 0.43974 -4.20150 -4.56351 0.21
H 1.76113 -4.97695 -2.45728 -0.08
H 0.67360 -5.73952 -1.30710 0.02
H 2.33930 -6.31774 -1.45486 0.43
H 3.82461 -3.59204 -1.45857 0.23
H 4.21018 -4.99505 -0.44729 0.47
H 3.90594 -3.41136 0.29168 0.26
H 0.78914 -5.25807 1.08656 0.17
H 2.11152 -4.29563 1.76286 0.24
H 2.42814 -5.93389 1.15163 0.40
C -2.14851 2.04172 -3.61866 -1.16
S -1.51118 0.51232 -3.00012 1.38
O -1.89160 -0.52710 -3.90621 -0.68
O -2.16169 0.36463 -1.63691 -0.58
O -0.09179 0.67802 -2.72093 -0.57
H -3.22594 2.03730 -3.46718 0.38
H -1.91708 2.08496 -4.68081 0.39
H -1.67411 2.85766 -3.07852 0.09
```

The LUMO energy comes out at 1.83 eV. The electronic energy is -6507.3733 Ha. The value obtained for the frontier orbital gap is 0.256 Eh. Its charge is -1.